C4H8O | ωB97M-V/def2-TZVPD

Structure (XYZ):
```
13
Properties=species:S:1:pos:R:3:mulliken_charge:R:1
C -4.0623 2.0290 2.0995 -0.481
C -5.3167 1.9443 2.4847 -0.379
H -3.2566 1.5995 2.6938 0.185
H -3.6028 2.5437 1.2625 0.235
H -5.5261 1.4922 3.4424 0.211
H -6.1447 2.3177 1.8981 0.229
C 4.9092 -1.6366 -1.6359 -0.573
C 3.8338 -1.5013 -2.3924 -0.073
O 2.7889 -2.4252 -2.1408 -0.488
H 5.8095 -1.0434 -1.5495 0.256
H 4.8990 -2.3483 -0.8172 0.222
H 3.6584 -1.0940 -3.3743 0.337
H 2.0102 -1.8777 -1.9711 0.319
```

Summary:
**Molar mass**: 72.11 g mol⁻¹
**Frontier orbital gap**: 10.71 eV
**SMILES**: C=CO.C=C
**Lowest unoccupied orbital energy**: 1.03 eV
**HOMO**: -9.67 eV
**E**: -6322.674 eV
**Largest force on an atom**: 0.044 Eh/bohr

***

C7H10 | ωB97M-V/def2-TZVPD

Structure (XYZ):
```
17
Properties=species:S:1:pos:R:3:mulliken_charge:R:1
C -2.1057 0.0971 0.4439 0.854
C 1.5840 0.2419 -0.3059 0.888
C -0.9192 0.3244 0.4276 -0.192
C 0.4827 0.7359 0.6377 -1.046
C 2.3109 1.0789 -1.0243 -1.025
C -3.4996 -0.2855 0.3759 -1.307
C 1.7665 -1.2466 -0.3253 -1.215
H 0.7521 0.3876 1.6449 0.303
H 0.5092 1.8294 0.6553 0.340
H 3.0977 0.7281 -1.6738 0.289
H 2.1628 2.1475 -0.9880 0.272
H -4.0853 0.3414 1.0479 0.310
H -3.6123 -1.3280 0.6771 0.290
H -3.8831 -0.1745 -0.6374 0.285
H 2.4331 -1.5536 0.4826 0.283
H 2.1983 -1.5806 -1.2649 0.368
H 0.8079 -1.7434 -0.1734 0.303
```

Summary:
**Molar mass**: 94.16 g mol⁻¹
**Frontier orbital gap**: 10.33 eV
**SMILES**: C=C(C)CC#CC
**Lowest unoccupied orbital energy**: 0.98 eV
**HOMO**: -9.36 eV
**E**: -7418.917 eV
**Largest force on an atom**: 0.028 Eh/bohr

***

C7H9N | ωB97M-V/def2-TZVPD

Structure (XYZ):
```
17
Properties=species:S:1:pos:R:3:mulliken_charge:R:1
C 0.0644 0.1422 -0.6068 0.215
C -0.0116 -1.3114 -0.5692 -0.395
C 1.1413 -2.0520 -0.3389 -0.426
C 2.2727 -1.3583 0.0313 -0.421
C 2.2112 0.0611 0.1412 -0.053
C -2.0540 1.6424 1.0782 -0.482
C -2.1728 1.3313 -0.1770 -0.456
H -0.8499 0.7017 -0.7438 0.088
H -0.9161 -1.8093 -0.8940 0.340
H 1.0835 -3.1159 -0.2635 0.389
H 3.1252 -1.8874 0.3531 0.386
H 3.0539 0.6806 0.5632 0.344
H -2.4453 1.1761 1.9623 0.293
H -1.5229 2.6703 1.2001 0.177
H -2.4895 0.3294 -0.5484 0.290
H -1.6850 1.9800 -0.9767 0.213
N 1.1950 0.8192 -0.2111 -0.502
```

Summary:
**Molar mass**: 107.16 g mol⁻¹
**Frontier orbital gap**: 10.05 eV
**SMILES**: c1ccncc1.C=C
**Lowest unoccupied orbital energy**: 0.95 eV
**HOMO**: -9.10 eV
**E**: -8892.054 eV
**Largest force on an atom**: 0.079 Eh/bohr

***

C40H40IrN7S4Sb | ωB97M-V/def2-TZVPD

Structure (XYZ):
```
93
Properties=species:S:1:pos:R:3:mulliken_spin:R:1
Ir -1.2127 -0.1607 1.2744 2.591
N -0.4900 1.1866 5.3359 0.010
C -1.7648 1.6475 5.3868 0.000
C -2.3421 1.3321 4.1842 0.003
N -1.4333 0.6885 3.4152 0.131
C -0.3091 0.6080 4.1309 -0.025
C 0.8345 -0.0416 3.5658 0.070
N 0.7880 -0.5133 2.3139 -0.128
C 2.0061 -1.0741 2.0792 0.057
C 2.7923 -0.9429 3.1893 0.002
N 2.0396 -0.2896 4.1145 0.007
H 0.1810 1.2799 6.0848 0.001
H -2.1686 2.1489 6.2432 0.000
H -3.3396 1.5266 3.8480 0.001
H 2.2503 -1.5358 1.1420 -0.023
H 3.7978 -1.2563 3.3824 0.000
H 2.3480 -0.0577 5.0489 0.001
N -3.7881 2.8693 -0.3081 0.009
C -2.7168 3.7137 -0.4753 -0.017
C -2.6329 5.0352 -0.8907 0.002
C -1.3789 5.6196 -0.8747 0.002
C -0.2524 4.9075 -0.4538 0.007
C -0.3267 3.5868 -0.0617 0.048
C -1.5800 2.9685 -0.0761 -0.041
N -1.9947 1.7116 0.2982 0.151
C -3.3262 1.7005 0.1685 0.028
C -4.1246 0.5869 0.6155 -0.018
C -5.4907 0.5259 0.7511 0.002
S -5.9651 -0.9403 1.4736 0.009
C -4.3160 -1.3905 1.5622 -0.010
N -3.4673 -0.5250 1.0805 0.097
H -4.7548 3.1002 -0.4802 0.001
H -3.5037 5.5966 -1.1914 0.001
H -1.2728 6.6516 -1.1709 0.000
H 0.6961 5.4188 -0.4168 0.001
H 0.5428 3.0620 0.3012 -0.008
H -6.2208 1.2686 0.4928 0.000
H -4.0352 -2.3255 2.0007 0.001
C -2.5318 -4.5026 -1.2262 -0.021
C -2.0920 -3.1758 -1.8214 0.040
S -0.8150 -2.2194 -0.9008 0.095
C 0.4243 -3.5072 -0.5002 0.033
C 0.1765 -4.2472 0.8146 -0.016
S -1.1142 -3.4317 1.8380 0.494
C -1.9830 -4.8641 2.5809 -0.002
C -2.7249 -5.5795 1.4702 0.008
S -3.4085 -4.2833 0.3628 0.496
H -1.7052 -5.2021 -1.1061 -0.001
H -3.2601 -4.9499 -1.9089 0.023
H -2.9352 -2.4910 -1.9017 0.005
H -1.6805 -3.3529 -2.8175 0.009
H 1.3674 -2.9633 -0.4701 0.000
H 0.4703 -4.1912 -1.3489 0.007
H 1.0835 -4.2605 1.4218 0.009
H -0.1295 -5.2767 0.6366 0.001
H -2.6689 -4.4186 3.3018 -0.003
H -1.2848 -5.5040 3.1191 -0.002
H -3.5622 -6.1651 1.8479 0.001
H -2.0833 -6.2365 0.8869 0.000
C -0.1673 2.9050 -5.1211 0.025
C 0.8241 3.4786 -4.3434 0.000
C 1.2279 2.8659 -3.1660 0.005
C 0.6462 1.6623 -2.8146 0.129
C -0.3726 1.0968 -3.5594 -0.002
C -0.7663 1.7158 -4.7356 0.000
Sb 1.4362 0.5595 -1.1069 0.362
C 2.5983 -1.0476 -2.0203 0.110
C 3.8214 -1.3845 -1.4623 0.005
C 4.5893 -2.3682 -2.0684 -0.007
C 4.1157 -3.0299 -3.1903 0.037
C 2.8854 -2.6935 -3.7313 -0.002
C 2.1124 -1.7077 -3.1384 0.017
C 2.9791 1.8212 -0.2135 0.127
C 4.0752 2.2105 -0.9629 -0.012
C 5.0193 3.0446 -0.3794 0.006
C 4.8768 3.4577 0.9353 -0.002
C 3.7820 3.0509 1.6796 0.011
C 2.8317 2.2235 1.1052 0.012
H -0.4840 3.3916 -6.0314 0.001
H 1.2907 4.4049 -4.6423 0.002
H 2.0026 3.3164 -2.5626 0.005
H -0.8524 0.1818 -3.2357 0.007
H -1.5386 1.2666 -5.3410 0.001
H 4.1973 -0.8718 -0.5855 0.006
H 5.5531 -2.6143 -1.6524 0.000
H 4.7065 -3.8145 -3.6400 0.001
H 2.5186 -3.1961 -4.6132 0.001
H 1.1634 -1.4355 -3.5765 0.005
H 4.1977 1.8917 -1.9890 0.000
H 5.8676 3.3673 -0.9625 0.001
H 5.6236 4.0959 1.3838 0.000
H 3.6581 3.3809 2.6998 0.000
H 1.9693 1.9089 1.6799 0.010
```

Summary:
**Molar mass**: 1061.05 g mol⁻¹
**Frontier orbital gap (alpha / beta)**: 8.15 / 4.53 eV
**Total charge**: +4
**Lowest unoccupied orbital energy (alpha / beta)**: -9.48 / -13.10 eV
**HOMO (alpha / beta)**: -17.64 / -17.64 eV
**E**: -105238.184 eV
**Largest force on an atom**: 0.041 Eh/bohr
**Spin multiplicity**: 6

***

Question: Which of these has the lowest largest force on an atom?
Answer: C7H10

***

Question: Which of these has the lowest largest force on an atom?
Answer: C7H10

***

Question: What is the E in the first record?
Answer: -6322.674 eV